i.
A gas-phase ion, C4H12N3 (charge +1), computed with the ωB97M-V functional and the def2-TZVPD basis.

Its total charge is +1. Its frontier orbital gap is 0.3583 Eh. The SMILES is N/C=C(\[NH3+])CCN.

Last columns: bonded neighbours and bond lengths (Å).
Atoms and positions in Å:
1 C -1.7598 -0.7315 -0.4171  C4 1.371, N7 1.357, H16 1.165
2 N 0.4558 -0.2624 -1.1918  C4 1.491, H5 1.056, H12 1.015, H17 1.023
3 H 0.9892 -0.0359 2.2894  C10 1.107
4 C -0.5403 -0.2008 -0.0842  C1 1.371, N2 1.491, C14 1.477
5 H 0.1761 0.3470 -2.0081  N2 1.056
6 N 2.2923 0.5080 0.7234  C10 1.470, H13 1.016, H19 1.085
7 N -1.9152 -1.7366 -1.3154  C1 1.357, H8 1.012, H11 1.048
8 H -2.4610 -2.5878 -1.3429  N7 1.012
9 H 1.0204 1.7206 2.1496  C10 1.125
10 C 1.1031 0.7757 1.5447  H3 1.107, N6 1.470, H9 1.125, C14 1.539
11 H -2.3491 -1.2350 -2.1263  N7 1.048
12 H 0.5156 -1.1788 -1.6237  N2 1.015
13 H 2.8894 -0.2246 1.0953  N6 1.016
14 C -0.2694 0.9022 0.8602  C4 1.477, C10 1.539, H15 1.035, H18 1.120
15 H -0.3966 1.7976 0.3569  C14 1.035
16 H -2.7366 -0.1680 -0.1230  C1 1.165
17 H 1.3815 0.1021 -0.9554  N2 1.023
18 H -1.1238 0.7128 1.5596  C14 1.120
19 H 2.7281 1.4955 0.6086  N6 1.085


ii.
2 unconnected molecules or ions with the total composition C4H12N3, computed with the ωB97M-V functional and the def2-TZVPD basis.

Its total charge is +1. Its frontier orbital gap is 0.4051 Eh.

Last columns: bonded neighbours and bond lengths (Å).
Atoms and positions in Å:
1 C -2.6184 0.5413 -1.8820  H11 1.090, H12 1.102, H14 1.093, C16 1.488
2 H -0.7010 -1.0266 1.4028  N17 1.013
3 H -1.1727 0.3769 2.1987  N17 1.020
4 H 0.8869 -0.5424 -0.8069  N10 1.005
5 H -1.3378 1.6360 0.2896  C6 1.083
6 C -1.2134 0.5668 0.1736  H5 1.083, C16 1.340, N17 1.469
7 H 2.7371 0.7198 1.9075  N9 1.017
8 H 3.5556 -0.6494 0.4001  C18 1.096
9 N 1.9811 0.3667 1.3263  H7 1.017, C18 1.298
10 N 1.7601 -0.9790 -0.5684  H4 1.005, H13 1.003, C18 1.352
11 H -2.9534 1.5257 -1.5535  C1 1.090
12 H -2.0903 0.6316 -2.8453  C1 1.102
13 H 2.2870 -1.3531 -1.3361  N10 1.003
14 H -3.4575 -0.1369 -2.0578  C1 1.093
15 H 0.4605 0.2413 1.5050  N17 1.157
16 C -1.6849 -0.0782 -0.9022  C1 1.488, C6 1.340, H19 1.099
17 N -0.6638 -0.0146 1.4062  H2 1.013, H3 1.020, C6 1.469, H15 1.157
18 C 2.4935 -0.3774 0.3951  H8 1.096, N9 1.298, N10 1.352
19 H -1.3098 -1.0956 -1.0821  C16 1.099


Quick one: most stable of them? ii


i.
C4H3NO2S in the gas phase, computed with the ωB97M-V functional and the def2-TZVPD basis.

Its total charge is 0. Its frontier orbital gap is 0.3577 Eh. The SMILES is O=C1ON=CC=CS1.

Last columns: bonded neighbours and bond lengths (Å).
Atoms and positions in Å:
1 O 2.5378 -1.6822 0.7674  C7 1.215
2 H -0.9468 0.3757 -2.2191  C4 1.135
3 H -1.7348 1.7195 -0.1290  C5 1.119
4 C -0.3274 0.4276 -1.2698  H2 1.135, C5 1.438, N6 1.292
5 C -1.0325 0.8490 -0.0892  H3 1.119, C4 1.438, C11 1.340
6 N 0.8743 0.0191 -1.5111  C4 1.292, O9 1.467
7 C 1.5994 -0.9475 0.5336  O1 1.215, O9 1.386, S10 1.734
8 H -1.7561 0.2633 1.8311  C11 1.130
9 O 1.6764 0.1637 -0.2918  N6 1.467, C7 1.386
10 S 0.1151 -1.2670 1.3712  C7 1.734, C11 1.789
11 C -1.0055 0.0788 1.0068  C5 1.340, H8 1.130, S10 1.789


ii.
2 unconnected molecules or ions with the total composition C4H3NO2S, computed with the ωB97M-V functional and the def2-TZVPD basis.

Its total charge is 0. Its frontier orbital gap is 0.2958 Eh.

Last columns: bonded neighbours and bond lengths (Å).
Atoms and positions in Å:
1 H -2.4437 -0.7996 0.3942  C8 1.172
2 S 0.1890 1.7174 -0.2882  C4 1.725, N11 1.684
3 C 2.3386 -0.4799 0.1038  H7 1.103, O10 1.145
4 C -1.4278 1.2672 0.1107  S2 1.725, H5 1.088, C8 1.332
5 H -2.0128 2.0561 0.5782  C4 1.088
6 C -0.3850 -0.7499 -0.3200  C8 1.476, O9 1.210, N11 1.359
7 H 1.8191 -1.3842 0.4623  C3 1.103
8 C -1.6412 -0.0428 -0.0027  H1 1.172, C4 1.332, C6 1.476
9 O -0.2489 -1.9513 -0.3743  C6 1.210
10 O 3.2264 0.2383 0.0181  C3 1.145
11 N 0.5865 0.1287 -0.6821  S2 1.684, C6 1.359


Quick one: most stable of them? ii